# 1
C20H18Br2IrN5O3S as an isolated structure. Source: the OMol25 dataset; level of theory: ωB97M-V/def2-TZVPD.

Results
- charge = +1
- expectation value of S² = 8.845
- spin multiplicity = 6
- HOMO (alpha / beta) (eV) = -10.136 / -10.841
- lowest unoccupied orbital energy (alpha / beta) (eV) = -3.3496 / -5.4667

```
50
C20H18Br2IrN5O3S ωB97M-V/def2-TZVPD
Ir -0.822 0.873 -0.835
N -3.041 4.639 -0.051
C -2.188 3.644 -0.294
S -2.676 2.302 -1.232
N -0.969 3.804 0.257
N -0.109 2.859 -0.065
C 1.095 3.011 0.472
C 2.228 2.275 0.130
C 3.436 2.566 0.840
C 4.626 2.027 0.480
C 4.687 1.169 -0.657
C 3.577 0.866 -1.373
C 2.283 1.362 -0.995
O 1.271 0.994 -1.660
H -3.976 4.624 -0.417
H -2.713 5.442 0.462
H 1.190 3.815 1.199
H 3.373 3.248 1.679
H 5.528 2.256 1.027
H 5.644 0.758 -0.953
H 3.617 0.221 -2.240
C 0.208 -1.652 -2.814
C 0.490 -2.000 -1.392
C 1.131 -3.206 -1.058
C 1.375 -3.530 0.250
C 0.961 -2.643 1.261
C 1.136 -2.868 2.664
Br 1.993 -4.413 3.265
C 0.686 -1.958 3.605
C 0.050 -0.794 3.214
Br -0.553 0.431 4.474
C -0.154 -0.488 1.829
O -0.725 0.557 1.453
C 0.333 -1.461 0.852
N 0.124 -1.147 -0.438
H 0.322 -2.525 -3.453
H 0.896 -0.872 -3.140
H -0.807 -1.268 -2.910
H 1.425 -3.876 -1.853
H 1.869 -4.455 0.507
H 0.834 -2.162 4.656
C -4.661 -2.070 -1.465
C -3.630 -1.171 -0.842
N -3.907 -0.675 0.377
O -2.580 -0.905 -1.430
H -5.328 -2.517 -0.730
H -4.159 -2.850 -2.033
H -5.254 -1.475 -2.160
H -4.808 -0.824 0.796
H -3.325 0.065 0.742
```


# 2
C20H18BrN7O8PdS2 as an isolated structure in a non-equilibrium geometry. Source: the OMol25 dataset; level of theory: ωB97M-V/def2-TZVPD.

Results
- charge = 0
- HOMO (eV) = -8.430
- lowest unoccupied orbital energy (eV) = -2.5497

```
57
C20H18BrN7O8PdS2 ωB97M-V/def2-TZVPD
Pd -0.263 -0.288 -1.008
N 4.208 0.765 3.537
C 3.519 -0.104 2.700
C 4.162 -0.699 1.613
C 3.462 -1.506 0.740
C 2.110 -1.736 0.945
C 1.458 -1.164 2.029
C 2.159 -0.349 2.899
S 1.283 -2.824 -0.158
O 1.132 -4.094 0.488
O 1.914 -2.736 -1.435
N -0.257 -2.126 -0.158
C -1.287 -3.005 -0.574
N -2.483 -2.786 -0.038
C -3.465 -3.578 -0.449
C -3.263 -4.602 -1.355
C -1.969 -4.760 -1.821
N -0.984 -3.959 -1.444
H 5.207 0.642 3.567
H 3.806 0.903 4.449
H 5.216 -0.509 1.446
H 3.953 -1.941 -0.121
H 0.408 -1.359 2.193
H 1.648 0.113 3.735
H -4.446 -3.385 -0.029
H -4.069 -5.240 -1.683
H -1.711 -5.542 -2.525
O -1.882 0.523 -3.710
S -2.050 -0.622 -2.874
O -2.998 -1.616 -3.239
O -2.216 -0.232 -1.374
O -0.636 -1.296 -2.641
Br 0.810 2.698 1.580
C -0.772 1.708 1.955
C -1.504 2.101 3.063
C -2.643 1.380 3.369
C -2.997 0.309 2.571
C -2.204 -0.006 1.484
N -1.098 0.690 1.174
H -1.181 2.944 3.656
H -3.243 1.654 4.227
H -3.877 -0.283 2.778
H -2.445 -0.843 0.844
C -0.243 5.083 -2.628
N 0.370 3.821 -2.225
C 1.663 3.546 -2.501
C 2.256 2.367 -2.202
C 1.416 1.411 -1.581
O 1.722 0.197 -1.306
N 0.153 1.702 -1.259
C -0.487 2.859 -1.639
O -1.652 3.100 -1.454
H 0.534 5.837 -2.725
H -0.958 5.383 -1.868
H -0.770 4.966 -3.574
H 2.205 4.341 -2.996
H 3.280 2.148 -2.451
```


# 3
One molecule with the formula C20H18ClFN4O3S in a non-equilibrium geometry. Source: the OMol25 dataset; level of theory: ωB97M-V/def2-TZVPD.

Results
- charge = 0
- HOMO (eV) = -8.882
- lowest unoccupied orbital energy (eV) = 0.2459

```
48
C20H18ClFN4O3S ωB97M-V/def2-TZVPD
O -0.531 -0.265 -0.966
C 0.264 -0.355 -1.878
C 0.614 0.822 -2.781
S 2.334 1.395 -2.509
C 2.120 2.147 -0.969
N 2.982 2.801 -0.258
N 2.337 3.175 0.869
C 1.126 2.736 0.787
C -0.010 2.822 1.742
N -0.956 1.773 1.455
C -2.110 2.050 0.802
O -2.527 3.173 0.626
C -2.839 0.821 0.345
C -3.082 -0.249 1.198
F -2.641 -0.187 2.472
C -3.768 -1.379 0.799
C -4.220 -1.458 -0.507
C -3.985 -0.422 -1.392
C -3.303 0.707 -0.964
Cl -2.984 1.961 -2.090
O 0.915 2.071 -0.374
N 0.886 -1.498 -2.219
C 0.713 -2.719 -1.466
C 1.877 -2.965 -0.498
C 2.006 -1.839 0.491
C 3.074 -0.954 0.425
C 3.199 0.072 1.347
C 2.242 0.237 2.333
C 1.158 -0.626 2.392
C 1.046 -1.660 1.479
H -0.069 1.650 -2.596
H 0.572 0.533 -3.830
H -0.540 3.775 1.614
H 0.364 2.759 2.767
H -0.596 0.828 1.421
H -3.935 -2.177 1.505
H -4.754 -2.335 -0.838
H -4.322 -0.482 -2.414
H 1.624 -1.470 -2.905
H 0.621 -3.554 -2.167
H -0.221 -2.609 -0.910
H 1.690 -3.903 0.029
H 2.805 -3.070 -1.065
H 3.823 -1.071 -0.345
H 4.039 0.748 1.290
H 2.347 1.034 3.053
H 0.410 -0.506 3.162
H 0.206 -2.338 1.539
```


Energy relative to the best compared isomer or geometry (same formula, charge and spin): 0.4 44.3 0.0 (kcal/mol)